A structure of composition C9H9Cl8NO2. Source: the OMol25 dataset; level of theory: ωB97M-V/def2-TZVPD.

Last column: Löwdin charge in e.
CARTESIAN COORDINATES (ANGSTROEM)
C (-4.18693, 4.61346, -5.39122)  -2.0164
Cl (-3.12092, 3.48605, -4.51605)  0.4914
Cl (-4.02936, 4.23157, -7.08991)  0.5378
Cl (-5.85710, 4.32271, -4.89514)  0.5094
Cl (-3.71142, 6.30567, -4.87964)  0.4777
C (-4.35249, -1.23323, 0.73524)  -2.0620
Cl (-2.65086, -1.42437, 1.23721)  0.5126
Cl (-5.40517, -1.18362, 2.19968)  0.4979
Cl (-4.62405, 0.11251, -0.27998)  0.5590
Cl (-4.77889, -2.60643, -0.29834)  0.4909
C (-1.35439, -2.85097, -5.14114)  0.0508
N (-0.68049, -1.60536, -4.61317)  -0.4150
O (-0.14648, -0.81460, -5.38410)  0.0540
O (-0.61193, -1.48831, -3.35425)  0.0204
H (-0.53095, -3.36784, -5.63398)  0.1009
H (-2.12598, -2.46207, -5.80560)  0.0974
H (-1.79866, -3.40698, -4.31556)  0.0933
C (3.19149, -1.04500, 4.49307)  -0.1054
C (3.54303, -0.08998, 3.54583)  -0.0982
C (4.57734, 0.83929, 3.77785)  -0.0939
C (5.12161, 0.94533, 5.05976)  -0.0945
C (4.81309, -0.07284, 6.00080)  -0.0849
C (3.90754, -1.13153, 5.69235)  -0.0833
H (2.36594, -1.72961, 4.36584)  0.0959
H (2.93348, 0.05305, 2.66583)  0.0958
H (4.79752, 1.59115, 3.03446)  0.0941
H (5.69738, 1.81039, 5.35398)  0.0941
H (5.28700, 0.05716, 6.96253)  0.0881
H (3.73063, -1.85573, 6.47378)  0.0923

Spin multiplicity: 1
HOMO energy, eV: -9.15
Orbital gap, eV: 9.14



An isolated molecule of C31H36N4O6. Source: the OMol25 dataset; level of theory: ωB97M-V/def2-TZVPD.

Last column: Löwdin charge in e.
CARTESIAN COORDINATES (ANGSTROEM)
C (0.67300, 1.52458, -3.55820)  -0.0599
C (1.63586, 1.23076, -2.40425)  -0.1638
C (0.92661, 1.02543, -1.09290)  -0.1019
C (0.57893, -0.21676, -0.70404)  -0.1960
O (0.76198, -1.32821, -1.48431)  0.0954
C (-0.32582, -1.63175, -2.28418)  -0.5058
O (-1.26326, -0.87693, -2.40233)  0.1022
N (-0.17133, -2.78948, -2.93370)  -0.0422
C (0.96251, -3.66859, -2.73175)  -0.1876
C (0.68380, -4.72073, -1.66174)  -0.0590
C (-1.24945, -3.23707, -3.79598)  -0.1874
C (-1.01003, -2.83360, -5.24819)  -0.0634
N (-0.02202, -0.46191, 0.52567)  0.1551
C (-0.75978, -1.55528, 0.89446)  -0.4481
O (-0.86649, -2.60488, 0.33381)  0.1641
O (-1.34041, -1.29229, 2.10054)  0.1547
C (-1.10058, 0.00490, 2.46553)  -0.2955
N (-1.60958, 0.62865, 3.41865)  0.1544
C (-2.56139, -0.01319, 4.29746)  -0.1725
C (-1.83830, -0.60546, 5.48753)  -0.2877
C (-2.45982, -1.74038, 6.24196)  -0.1182
C (-1.25478, -1.98188, 5.38461)  -0.1187
C (-0.02940, 0.55478, 1.55238)  -0.2440
C (1.29802, 0.49638, 2.36848)  -0.0256
C (2.51131, 0.77613, 1.53049)  -0.2209
C (3.14725, -0.26148, 0.85841)  -0.0438
C (4.23627, -0.00996, 0.04463)  -0.0738
C (4.70816, 1.28313, -0.10386)  -0.0881
C (4.09492, 2.31930, 0.57796)  -0.0744
C (3.00489, 2.06681, 1.39171)  -0.0439
C (-0.26317, 1.95355, 0.98017)  -0.1000
C (0.46275, 2.16365, -0.32840)  -0.1395
C (0.42964, 3.42012, -0.79903)  -0.0197
C (-0.51137, 4.38406, -0.14981)  -0.1075
C (-1.85085, 3.62925, -0.03757)  -0.1445
C (-2.24041, 3.13954, -1.43505)  -0.4213
O (-2.28639, 3.78590, -2.44513)  0.1140
N (-2.55240, 1.80537, -1.33068)  0.2387
C (-2.43336, 1.28892, -0.06568)  -0.3804
O (-2.80142, 0.20058, 0.28301)  0.1455
C (-1.75305, 2.34408, 0.78761)  -0.0959
H (-0.05734, 0.72596, -3.65005)  0.0594
H (1.22522, 1.60240, -4.49199)  0.0752
H (0.13147, 2.45252, -3.39693)  0.0616
H (2.35040, 2.04849, -2.29408)  0.1109
H (2.19894, 0.32411, -2.63392)  0.1153
H (1.18903, -4.14651, -3.68943)  0.1199
H (1.81833, -3.05965, -2.43775)  0.1191
H (0.34362, -4.23343, -0.75267)  0.0551
H (1.58781, -5.28627, -1.45197)  0.0740
H (-0.08948, -5.41172, -1.98815)  0.0704
H (-2.17368, -2.78229, -3.43406)  0.1242
H (-1.33182, -4.32204, -3.70918)  0.1193
H (-0.95598, -1.75107, -5.32801)  0.0732
H (-1.82675, -3.18885, -5.87049)  0.0733
H (-0.07973, -3.25701, -5.62043)  0.0682
H (-3.12159, -0.79551, 3.77566)  0.1285
H (-3.24785, 0.77053, 4.63173)  0.1192
H (-1.28170, 0.13009, 6.05563)  0.1337
H (-2.34455, -1.76637, 7.31489)  0.0952
H (-3.41076, -2.11715, 5.89805)  0.0998
H (-1.39251, -2.51975, 4.45928)  0.0954
H (-0.30933, -2.17839, 5.86796)  0.0967
H (1.37774, -0.50295, 2.80445)  0.1380
H (1.20529, 1.21501, 3.18392)  0.1336
H (2.78514, -1.27346, 0.97004)  0.1215
H (4.71828, -0.82527, -0.47405)  0.1049
H (5.55646, 1.48078, -0.74207)  0.1019
H (4.46612, 3.32848, 0.47752)  0.1044
H (2.54106, 2.88087, 1.92933)  0.1165
H (0.13207, 2.66355, 1.71291)  0.1541
H (0.92141, 3.71566, -1.70794)  0.1167
H (-0.64376, 5.26925, -0.77009)  0.1217
H (-0.18124, 4.69945, 0.84360)  0.1224
H (-2.63453, 4.29220, 0.33760)  0.1601
H (-2.80194, 1.21770, -2.11708)  0.1717
H (-2.22492, 2.40460, 1.76954)  0.1518

SMILES: CCC1=C(OC(=O)N(CC)CC)N2C(=O)O/C(=N\CC3CC3)[C@]2(Cc2ccccc2)[C@H]2C1=CC[C@H]1C(=O)NC(=O)[C@H]12
Spin multiplicity: 1
HOMO energy, eV: -7.78
Orbital gap, eV: 8.44



An isolated molecule of C2H6BrOP. Source: the OMol25 dataset; level of theory: ωB97M-V/def2-TZVPD.

Last column: Löwdin charge in e.
CARTESIAN COORDINATES (ANGSTROEM)
C (0.94654, -1.22384, -0.37423)  -0.2427
C (-1.16652, 0.85185, -0.13916)  -0.2463
O (-1.27123, -1.15082, -2.17745)  -0.5074
P (-0.28142, -0.24209, -1.29680)  0.2099
Br (0.92156, 1.15016, -2.47793)  0.5315
H (1.78615, -1.46596, -1.02408)  0.0335
H (1.30037, -0.68406, 0.49966)  0.0430
H (0.45147, -2.14605, -0.07589)  0.0488
H (-1.87265, 1.44313, -0.71869)  0.0449
H (-1.71910, 0.21651, 0.54810)  0.0483
H (-0.47837, 1.49916, 0.38957)  0.0365

Spin multiplicity: 3
HOMO energy (alpha / beta), eV: -4.75 / -9.46
Orbital gap (alpha / beta), eV: 5.42 / 4.47



The ion C6H9O5S2 with charge -1. Source: the OMol25 dataset; level of theory: ωB97M-V/def2-TZVPD.

Last column: Löwdin charge in e.
CARTESIAN COORDINATES (ANGSTROEM)
C (-2.50565, -0.72405, -0.34125)  -0.1076
C (-1.41741, 0.09967, -0.94178)  -0.2039
C (-0.90653, 1.06485, 0.15120)  -0.2210
C (0.09888, 0.41623, 1.18504)  -0.2067
C (1.41986, 0.29485, 0.52166)  -0.7108
S (2.79550, 0.39380, 1.66976)  0.7447
S (1.70906, -1.20494, -0.48047)  0.4037
O (3.08942, -1.61818, -0.20205)  -0.4271
O (0.79756, -2.12675, 0.19292)  -0.3676
O (1.29346, -0.91696, -1.84854)  -0.3438
C (1.29849, 1.76380, -0.50092)  -0.4532
O (2.22761, 2.27849, -1.00152)  0.1316
O (0.00496, 1.98384, -0.57699)  0.0319
H (-3.01173, -1.49766, -1.06549)  0.1148
H (-3.41102, -0.29473, -0.00157)  0.0479
H (-2.04413, -1.20045, 0.44886)  0.0331
H (-1.80544, 0.67483, -1.77105)  0.1130
H (-0.55582, -0.42288, -1.31332)  0.0666
H (-1.76526, 1.60346, 0.55608)  0.1421
H (-0.04397, 1.08568, 2.12404)  0.1352
H (-0.27036, -0.63843, 1.53157)  0.1356
H (3.00252, -1.01446, 1.66382)  -0.0585

SMILES: CC[C@H]1C[C@@](S)(S(=O)(=O)[O-])C(=O)O1
Spin multiplicity: 1
HOMO energy, eV: -5.21
Orbital gap, eV: 8.46
Net charge: -1



An isolated molecule of C2H4O2S2. Source: the OMol25 dataset; level of theory: ωB97M-V/def2-TZVPD.

Last column: Löwdin charge in e.
CARTESIAN COORDINATES (ANGSTROEM)
C (1.61387, -0.22342, -0.84684)  -0.2274
S (1.19569, 0.32198, 0.90274)  0.7788
O (0.76499, -0.84102, 1.65946)  -0.5266
C (-0.25190, 1.35210, 0.28830)  -0.6066
S (-1.83873, 1.11397, 0.20840)  0.8944
O (-3.06685, -0.22524, 0.27900)  -0.4690
H (2.54755, -0.60537, -1.06222)  0.0130
H (0.94594, -0.99245, -0.94971)  0.0048
H (1.36753, 0.55083, -1.70313)  0.1059
H (-3.27809, -0.45138, 1.22401)  0.0325

SMILES: CS(=O)#CSO
Spin multiplicity: 1
HOMO energy, eV: -9.54
Orbital gap, eV: 8.64



A structure of composition NO3Rb3. Source: the OMol25 dataset; level of theory: ωB97M-V/def2-TZVPD.

Last column: Löwdin charge in e.
CARTESIAN COORDINATES (ANGSTROEM)
Rb (-2.09408, -1.99470, -1.72346)  1.0812
Rb (2.51773, -0.76668, 2.20486)  1.1167
Rb (-1.09021, 3.06052, 0.00534)  1.0837
N (0.14952, -0.08951, -0.16202)  -0.5774
O (0.36984, -1.23961, -0.07548)  0.1823
O (-0.45450, 0.42378, -1.06980)  0.0535
O (0.60171, 0.60619, 0.82057)  0.0601

Spin multiplicity: 2
HOMO energy (alpha / beta), eV: -25.43 / -25.43
Orbital gap (alpha / beta), eV: 13.03 / 8.57
Net charge: +3